# 1
Formula: C31H42HfN2O8SbSe4Si
Source: the Open Molecules 2025 dataset
Level of theory: ωB97M-V with the def2-TZVPD basis set

Element x y z (Å)
Hf (0.325, -1.150, 0.950)
O (0.924, 1.515, 4.280)
C (1.019, 0.636, 3.273)
O (0.069, 0.488, 2.464)
C (2.281, 0.130, 2.894)
C (3.407, 0.438, 3.613)
C (4.579, -0.240, 3.222)
C (4.544, -1.262, 2.335)
C (3.362, -1.684, 1.642)
N (2.209, -0.866, 1.917)
C (3.131, -2.800, 0.992)
O (4.057, -3.672, 0.665)
O (1.754, -2.987, 0.614)
H (0.144, 2.072, 4.103)
H (3.397, 1.156, 4.431)
H (5.565, 0.083, 3.571)
H (5.483, -1.808, 1.973)
H (3.684, -4.525, 0.336)
N (-0.296, -1.939, -1.176)
C (0.825, -2.040, -2.008)
C (1.172, -0.858, -2.732)
C (2.285, -0.956, -3.543)
C (3.016, -2.096, -3.614)
C (2.633, -3.241, -2.964)
C (1.501, -3.252, -2.079)
C (1.143, -4.430, -1.222)
C (0.552, -5.584, -1.595)
C (0.160, -6.592, -0.688)
C (0.456, -6.430, 0.688)
C (1.138, -5.239, 1.083)
C (1.267, -4.253, 0.162)
H (-0.930, -1.229, -1.516)
H (-0.766, -2.841, -1.206)
H (0.624, 0.032, -2.596)
H (2.548, -0.059, -4.063)
H (3.832, -2.178, -4.330)
H (3.294, -4.086, -3.074)
H (0.280, -5.707, -2.648)
H (-0.358, -7.495, -0.979)
H (0.216, -7.068, 1.552)
H (1.430, -5.031, 2.129)
C (-0.654, 2.732, -3.940)
C (-1.912, 2.261, -3.181)
C (-2.573, 3.537, -2.562)
C (-2.841, 1.575, -4.196)
O (-1.463, 1.268, -2.256)
Si (-1.016, 1.470, -0.627)
O (0.251, 0.523, -0.309)
O (-0.764, 3.061, -0.490)
C (0.092, 4.046, 0.141)
C (0.709, 3.527, 1.398)
C (-0.721, 5.286, 0.441)
C (1.203, 4.524, -0.893)
O (-2.076, 0.861, 0.461)
C (-3.443, 1.000, 1.045)
C (-3.365, 0.147, 2.335)
C (-3.612, 2.459, 1.418)
C (-4.351, 0.512, -0.053)
H (-0.899, 3.476, -4.690)
H (-0.288, 1.853, -4.543)
H (0.105, 3.043, -3.189)
H (-3.118, 3.990, -3.413)
H (-1.819, 4.320, -2.383)
H (-3.210, 3.454, -1.695)
H (-2.986, 2.261, -5.068)
H (-3.850, 1.339, -3.874)
H (-2.350, 0.648, -4.590)
H (-0.027, 3.202, 2.129)
H (1.207, 4.371, 1.830)
H (1.426, 2.777, 1.202)
H (-1.592, 5.020, 1.017)
H (-0.962, 5.815, -0.488)
H (-0.102, 5.991, 1.049)
H (1.743, 3.595, -1.031)
H (1.838, 5.225, -0.427)
H (0.706, 4.874, -1.805)
H (-2.392, 0.404, 2.686)
H (-3.524, -0.927, 2.164)
H (-4.067, 0.400, 3.137)
H (-2.861, 2.660, 2.175)
H (-4.606, 2.526, 1.842)
H (-3.485, 3.171, 0.548)
H (-3.870, -0.384, -0.540)
H (-4.398, 1.328, -0.792)
H (-5.369, 0.234, 0.270)
Se (-0.755, -6.018, 4.972)
Sb (-0.332, -3.698, 4.440)
Se (-0.241, -1.612, 5.907)
Se (1.938, -2.370, 5.261)
Se (-1.275, -2.711, 2.315)

The calculation puts the largest force on an atom at 3.50 eV/Å. As for the HOMO-LUMO gap: 5.2 eV. The energy relative to the best compared isomer or geometry (same formula, charge and spin) is 29.8 kcal/mol. The net charge is +1. The calculated total energy comes out at -329298.6094 eV.

These are the Mulliken partial charges, in e, on atoms 1 to 5: 0.071, -0.535, -0.214, 0.443, 0.401

=====

# 2
Formula: C17H30Cl2LaN3O3
Source: the Open Molecules 2025 dataset
Level of theory: ωB97M-V with the def2-TZVPD basis set

Element x y z (Å)
O (-1.011, 0.279, -3.903)
C (-0.707, 1.130, -4.716)
C (-0.213, 0.726, -6.075)
C (-0.167, -0.645, -6.391)
H (-0.606, -1.363, -5.704)
C (0.475, -1.070, -7.548)
H (0.559, -2.138, -7.751)
C (0.999, -0.124, -8.442)
H (1.506, -0.452, -9.349)
C (0.852, 1.253, -8.187)
H (1.233, 1.994, -8.901)
C (0.214, 1.675, -7.018)
H (0.052, 2.736, -6.795)
H (-0.792, 2.244, -4.557)
C (2.910, 0.924, -0.159)
C (1.972, 0.808, 0.981)
H (3.908, 1.322, 0.103)
H (2.494, 1.548, -0.973)
H (3.073, -0.093, -0.575)
C (2.071, 0.956, 2.283)
C (3.310, 1.520, 2.979)
H (1.288, 0.661, 3.013)
H (4.086, 1.712, 2.225)
H (3.713, 0.805, 3.711)
H (3.110, 2.460, 3.513)
La (-0.114, -0.840, 0.291)
Cl (0.889, -3.022, -0.753)
Cl (-0.985, 1.014, -1.316)
C (1.098, -2.576, 2.981)
O (0.160, -1.850, 2.521)
N (1.234, -2.893, 4.261)
C (0.204, -2.699, 5.275)
C (2.492, -3.450, 4.718)
H (1.876, -2.973, 2.306)
H (-0.656, -2.166, 4.871)
H (0.636, -2.139, 6.113)
H (-0.117, -3.675, 5.663)
H (3.175, -3.419, 3.871)
H (2.373, -4.485, 5.052)
H (2.895, -2.861, 5.547)
H (-3.309, 2.457, 4.150)
H (-5.150, 2.813, 2.183)
C (-2.571, 2.625, 3.354)
C (-4.266, 2.943, 1.553)
N (-3.122, 2.211, 2.069)
H (-1.656, 2.069, 3.571)
C (-2.640, 1.207, 1.347)
O (-1.666, 0.471, 1.725)
H (-4.477, 2.546, 0.563)
H (-3.108, 1.044, 0.366)
H (-2.356, 3.702, 3.323)
H (-4.053, 4.012, 1.473)
N (-2.544, -2.098, 0.339)
H (-3.185, -2.044, 1.138)
H (-3.026, -1.712, -0.465)
H (-2.359, -3.079, 0.145)

The calculation puts the largest force on an atom at 3.68 eV/Å. As for the HOMO-LUMO gap: 5.7 eV. The calculated total energy comes out at -54635.7256 eV.

These are the natural (NBO) partial charges, in e, on atoms 1 to 5: -0.500, 0.417, -0.169, -0.151, 0.236

=====

# 3
Formula: C28H57N2O29S9
Source: the Open Molecules 2025 dataset
Level of theory: ωB97M-V with the def2-TZVPD basis set

Element x y z (Å)
C (2.011, -0.555, 1.156)
C (2.663, -0.790, -0.306)
C (3.087, 0.559, -1.075)
C (1.900, 1.673, -1.118)
C (0.619, 1.036, -1.891)
C (-0.429, 2.131, -2.423)
C (-1.415, 2.707, -1.264)
C (-2.171, 1.442, -0.631)
O (-2.654, 0.470, -1.596)
C (-2.803, -0.779, -0.874)
N (-3.583, -1.704, -1.792)
C (-2.797, -2.735, -2.119)
C (-3.063, -4.135, -1.346)
C (-1.592, -2.702, -3.173)
C (-3.644, -0.710, 0.497)
S (-2.748, -1.852, 1.716)
N (-3.705, 0.633, 1.176)
C (-3.447, 1.822, 0.300)
S (-4.976, 2.147, -0.756)
H (2.338, 0.445, 1.645)
H (0.868, -0.689, 1.184)
H (2.436, -1.389, 1.840)
H (3.635, -1.399, -0.142)
H (1.945, -1.463, -0.896)
H (3.404, 0.249, -2.147)
H (4.012, 0.995, -0.532)
H (2.306, 2.581, -1.715)
H (1.600, 2.022, -0.057)
H (0.166, 0.200, -1.250)
H (1.054, 0.509, -2.834)
H (0.190, 3.046, -2.783)
H (-1.007, 1.779, -3.365)
H (-2.228, 3.352, -1.789)
H (-0.858, 3.365, -0.500)
H (-1.414, 0.914, 0.079)
H (-1.799, -1.337, -0.688)
H (-2.608, -5.030, -1.901)
H (-4.172, -4.273, -1.100)
H (-2.489, -4.033, -0.338)
H (-1.864, -3.340, -4.093)
H (-1.363, -1.607, -3.475)
H (-0.620, -3.156, -2.743)
H (-4.711, -1.161, 0.424)
H (-1.386, -1.647, 1.433)
H (-4.645, 0.698, 1.634)
H (-3.018, 0.641, 1.964)
H (-3.289, 2.777, 0.924)
H (-5.959, 1.348, -0.134)
C (-0.269, -6.283, 0.489)
C (0.634, -6.392, 1.708)
O (1.715, -5.494, 1.450)
S (1.167, -4.242, 0.575)
O (0.890, -3.154, 1.469)
O (1.996, -4.103, -0.585)
O (-0.248, -4.900, 0.125)
H (0.128, -6.862, -0.350)
H (-1.290, -6.606, 0.700)
H (1.003, -7.406, 1.863)
H (0.120, -6.051, 2.612)
C (4.871, -4.771, -2.739)
C (4.019, -3.866, -3.616)
O (4.302, -4.273, -4.955)
S (4.619, -5.866, -4.966)
O (3.419, -6.560, -5.337)
O (5.873, -6.074, -5.624)
O (4.834, -6.052, -3.367)
H (5.911, -4.432, -2.716)
H (4.489, -4.836, -1.719)
H (4.254, -2.811, -3.476)
H (2.953, -4.029, -3.431)
C (-3.250, 6.427, 3.007)
C (-4.197, 6.390, 4.197)
O (-4.538, 5.015, 4.359)
S (-3.277, 4.099, 3.909)
O (-2.547, 3.729, 5.086)
O (-3.738, 3.137, 2.944)
O (-2.432, 5.249, 3.133)
H (-3.799, 6.361, 2.063)
H (-2.633, 7.320, 3.004)
H (-5.092, 6.991, 4.035)
H (-3.695, 6.724, 5.110)
C (1.425, -9.095, -5.214)
C (0.719, -10.150, -6.053)
O (0.174, -11.072, -5.107)
S (-0.225, -10.267, -3.754)
O (-1.628, -9.972, -3.803)
O (0.393, -10.921, -2.639)
O (0.591, -8.900, -4.070)
H (2.399, -9.453, -4.869)
H (1.555, -8.157, -5.755)
H (1.396, -10.658, -6.739)
H (-0.112, -9.715, -6.617)
C (0.235, 1.941, 7.642)
C (0.453, 2.547, 6.264)
O (1.799, 2.217, 5.922)
S (2.177, 0.783, 6.585)
O (2.004, -0.233, 5.587)
O (3.386, 0.937, 7.336)
O (0.930, 0.693, 7.620)
H (0.680, 2.565, 8.423)
H (-0.822, 1.785, 7.862)
H (0.309, 3.628, 6.257)
H (-0.207, 2.088, 5.522)
C (2.427, 6.056, 3.105)
C (2.429, 7.576, 3.168)
O (1.055, 7.953, 3.073)
S (0.142, 6.806, 3.773)
O (-0.161, 7.225, 5.111)
O (-0.869, 6.395, 2.842)
O (1.277, 5.648, 3.849)
H (2.309, 5.703, 2.076)
H (3.332, 5.624, 3.535)
H (3.008, 8.025, 2.360)
H (2.811, 7.931, 4.129)
C (-0.063, 7.603, -3.477)
C (-1.347, 6.864, -3.129)
O (-0.923, 5.708, -2.403)
S (0.420, 6.071, -1.566)
O (0.038, 6.391, -0.221)
O (1.426, 5.100, -1.880)
O (0.780, 7.456, -2.333)
H (0.439, 7.141, -4.332)
H (-0.239, 8.658, -3.687)
H (-1.914, 6.576, -4.014)
H (-1.981, 7.463, -2.469)

The calculation puts the largest force on an atom at 5.19 eV/Å. As for the HOMO-LUMO gap: 8.2 eV. The net charge is +1. The calculated total energy comes out at -189815.7630 eV.

These are the Mulliken partial charges, in e, on atoms 1 to 5: -0.655, 0.102, -0.975, 0.061, 0.170

=====

# 4
Formula: C32H80F4K3N2O24S4
Source: the Open Molecules 2025 dataset
Level of theory: ωB97M-V with the def2-TZVPD basis set

Element x y z (Å)
K (-1.355, 2.750, 1.294)
K (-0.676, -0.768, 2.715)
K (4.565, 2.469, -0.671)
N (5.188, 1.328, -2.952)
S (4.199, 0.153, -3.587)
O (4.924, -0.919, -4.278)
O (2.779, 0.454, -3.895)
F (3.852, -0.461, -2.164)
S (4.943, 2.284, -4.100)
O (4.007, 3.370, -3.702)
O (4.924, 1.831, -5.499)
F (6.306, 3.082, -3.934)
N (-0.235, 0.354, 0.325)
S (1.502, 0.538, 0.378)
O (2.128, 1.333, -0.657)
O (2.183, -0.577, 0.993)
F (1.525, 1.513, 1.687)
S (-0.377, -0.342, -1.017)
O (0.616, -1.336, -1.436)
O (-1.110, 0.368, -2.077)
F (-1.542, -1.309, -0.404)
C (-6.712, -4.303, -3.712)
O (-5.473, -4.938, -3.676)
C (-4.643, -4.601, -2.622)
C (-3.943, -3.227, -2.397)
O (-4.859, -2.140, -2.333)
C (-4.467, -0.820, -2.569)
H (-7.365, -4.731, -2.952)
H (-7.216, -4.468, -4.664)
H (-6.601, -3.220, -3.765)
H (-3.897, -5.396, -2.632)
H (-5.049, -4.734, -1.619)
H (-3.448, -2.950, -3.328)
H (-3.284, -3.238, -1.529)
H (-3.556, -0.555, -2.031)
H (-5.295, -0.152, -2.329)
H (-4.190, -0.760, -3.621)
C (-0.995, -4.736, 2.998)
O (-1.543, -3.607, 2.417)
C (-2.938, -3.508, 2.107)
C (-3.564, -2.987, 3.423)
O (-3.759, -3.850, 4.533)
C (-4.493, -3.370, 5.645)
H (0.087, -4.674, 2.888)
H (-1.278, -5.691, 2.555)
H (-1.124, -4.743, 4.081)
H (-3.309, -4.493, 1.822)
H (-3.103, -2.828, 1.271)
H (-4.444, -2.354, 3.312)
H (-2.986, -2.130, 3.766)
H (-5.555, -3.485, 5.426)
H (-4.120, -2.358, 5.802)
H (-4.165, -3.797, 6.592)
C (-4.065, 5.468, 0.773)
O (-2.802, 4.926, 0.321)
C (-2.081, 5.881, -0.447)
C (-0.544, 5.514, -0.618)
O (-0.586, 4.401, -1.500)
C (0.629, 4.030, -2.117)
H (-4.678, 6.048, 0.083)
H (-4.043, 6.122, 1.645)
H (-4.747, 4.663, 1.049)
H (-1.934, 6.795, 0.127)
H (-2.468, 6.094, -1.444)
H (-0.004, 5.359, 0.316)
H (-0.134, 6.263, -1.296)
H (1.008, 4.629, -2.945)
H (0.493, 2.995, -2.430)
H (1.367, 3.991, -1.316)
C (1.091, -2.365, -4.982)
O (0.781, -3.782, -5.138)
C (-0.151, -4.402, -4.255)
C (0.439, -4.528, -2.810)
O (-0.612, -4.582, -1.720)
C (-0.190, -4.486, -0.391)
H (1.582, -2.085, -4.050)
H (0.096, -1.920, -4.998)
H (1.711, -2.019, -5.809)
H (-0.435, -5.410, -4.560)
H (-1.071, -3.820, -4.197)
H (1.167, -3.776, -2.507)
H (1.057, -5.426, -2.844)
H (0.320, -3.545, -0.180)
H (0.373, -5.354, -0.048)
H (-1.149, -4.543, 0.124)
C (2.960, 6.964, 4.815)
O (2.954, 6.430, 3.513)
C (2.304, 5.126, 3.269)
C (3.324, 4.160, 2.625)
O (3.476, 4.293, 1.216)
C (4.407, 5.299, 0.762)
H (1.982, 7.348, 5.107)
H (3.684, 7.770, 4.690)
H (3.360, 6.267, 5.550)
H (1.460, 5.191, 2.582)
H (2.044, 4.652, 4.216)
H (3.010, 3.157, 2.914)
H (4.214, 4.287, 3.242)
H (5.438, 5.105, 1.057)
H (4.219, 6.285, 1.187)
H (4.473, 5.436, -0.317)
C (-1.649, -0.998, 6.524)
O (-0.565, -1.145, 5.645)
C (0.689, -1.541, 6.193)
C (1.828, -0.569, 5.888)
O (1.859, -0.165, 4.548)
C (2.898, 0.700, 4.224)
H (-2.596, -0.566, 6.202)
H (-1.485, -0.435, 7.443)
H (-1.997, -1.956, 6.911)
H (1.030, -2.539, 5.913)
H (0.625, -1.731, 7.264)
H (2.820, -0.874, 6.223)
H (1.728, 0.290, 6.552)
H (3.752, 0.646, 4.898)
H (2.528, 1.702, 4.442)
H (3.285, 0.559, 3.214)
C (-4.764, 1.796, -5.937)
O (-3.571, 2.602, -5.779)
C (-2.793, 2.303, -4.582)
C (-3.292, 2.841, -3.224)
O (-4.605, 2.475, -2.962)
C (-4.986, 2.466, -1.645)
H (-4.662, 0.735, -5.710)
H (-5.073, 1.829, -6.982)
H (-5.505, 2.314, -5.327)
H (-1.949, 2.917, -4.899)
H (-2.561, 1.246, -4.456)
H (-3.286, 3.929, -3.291)
H (-2.525, 2.421, -2.573)
H (-4.440, 1.710, -1.081)
H (-6.025, 2.141, -1.692)
H (-4.881, 3.365, -1.038)
C (3.439, -3.181, -0.350)
O (4.541, -4.049, -0.521)
C (5.876, -3.418, -0.640)
C (6.140, -2.266, 0.439)
O (7.401, -1.653, 0.157)
C (8.530, -2.328, 0.683)
H (3.427, -2.695, 0.626)
H (2.463, -3.661, -0.272)
H (3.299, -2.501, -1.191)
H (5.782, -2.839, -1.559)
H (6.632, -4.196, -0.540)
H (5.974, -2.679, 1.434)
H (5.390, -1.478, 0.371)
H (8.777, -3.032, -0.112)
H (8.273, -2.919, 1.562)
H (9.436, -1.749, 0.859)

The calculation puts the largest force on an atom at 9.52 eV/Å. As for the HOMO-LUMO gap: 6.4 eV. The net charge is +1. The calculated total energy comes out at -189767.4596 eV.

These are the Mulliken partial charges, in e, on atoms 1 to 5: 0.926, 0.605, 0.918, -0.208, 0.946